Record 1
Formula: C19H38BrN4O7P2Sn
Source: the OMol25 dataset
Level of theory: ωB97M-V/def2-TZVPD

ORCA input file:
```
! RIJCOSX wB97M-V def2-TZVPD def2/J DEFGRID3
* xyz 3 1
Sn 0.187 0.270 -1.642
C -2.984 0.570 3.172
N -2.205 0.680 1.906
C -2.833 1.448 0.823
P -0.774 -0.137 1.818
O 0.001 0.335 0.597
O -1.088 -1.702 1.762
P -1.899 -2.585 0.616
O -2.198 -1.812 -0.611
N -3.269 -3.004 1.399
C -4.580 -2.529 0.994
C -3.217 -3.794 2.669
N -0.906 -3.890 0.542
C 0.550 -3.717 0.578
C -1.462 -5.034 -0.145
N 0.054 0.033 3.270
C 0.331 -1.008 4.234
C 0.620 1.348 3.573
H -2.300 0.593 4.046
H -3.700 -0.243 3.262
H -3.555 1.502 3.204
H -3.023 0.848 -0.094
H -2.276 2.335 0.502
H -3.773 1.876 1.243
H -4.398 -1.623 0.373
H -5.228 -2.268 1.816
H -5.121 -3.263 0.337
H -2.195 -4.153 2.686
H -3.953 -4.624 2.654
H -3.330 -3.108 3.523
H 0.949 -4.007 -0.397
H 0.993 -4.314 1.391
H 0.899 -2.699 0.620
H -2.570 -5.100 -0.059
H -0.976 -5.948 0.291
H -1.256 -4.947 -1.179
H -0.548 -1.335 4.763
H 1.031 -0.634 4.978
H 0.837 -1.935 3.799
H 1.071 1.833 2.727
H 1.419 1.252 4.334
H -0.144 2.062 3.931
C 1.495 -0.027 -5.250
O 1.922 -0.183 -3.940
C 2.921 -1.159 -3.711
C 3.611 -0.803 -2.381
O 2.644 -0.937 -1.360
C 3.196 -0.681 -0.027
H 2.267 -0.360 -5.867
H 1.067 1.000 -5.406
H 0.632 -0.749 -5.433
H 3.706 -1.110 -4.505
H 2.454 -2.150 -3.575
H 4.031 0.233 -2.345
H 4.393 -1.539 -2.196
H 3.458 0.409 0.037
H 3.953 -1.372 0.176
H 2.372 -0.784 0.680
Br 2.803 8.657 -2.608
C 2.141 6.969 -2.180
C 3.143 5.950 -1.991
C 2.743 4.626 -2.036
C 1.401 4.340 -2.096
C 0.407 5.353 -2.127
C 0.760 6.661 -2.139
C 0.898 2.894 -2.064
O -0.255 2.679 -2.516
O 1.621 1.996 -1.444
H 4.233 6.188 -1.848
H 3.441 3.853 -1.968
H -0.642 5.016 -2.078
H 0.001 7.459 -2.108
*
```

## Properties
Highest occupied orbital energy (alpha / beta): -16.5451 / -16.5466 eV
Lowest unoccupied orbital energy (alpha / beta): -0.423 / -0.457 Ha
Kohn-Sham gap (alpha / beta): 5.045 / 4.117 eV

***

Record 2
Formula: C19H38Cl38
Source: the OMol25 dataset
Level of theory: ωB97M-V/def2-TZVPD

ORCA input file:
```
! RIJCOSX wB97M-V def2-TZVPD def2/J DEFGRID3
* xyz 0 1
C -7.054 -25.890 5.939
Cl -7.887 -25.328 7.465
Cl -5.288 -25.694 6.181
H -7.363 -26.921 5.766
H -7.371 -25.214 5.145
C -3.443 -20.069 8.741
Cl -3.246 -20.142 6.978
Cl -2.777 -18.613 9.396
H -4.510 -20.160 8.941
H -2.987 -20.924 9.241
C 0.042 -20.696 4.310
Cl -1.503 -20.236 3.574
Cl 1.276 -19.546 3.823
H -0.098 -20.626 5.389
H 0.407 -21.697 4.079
C -2.113 -17.277 1.474
Cl -0.338 -17.415 1.622
Cl -2.516 -17.804 -0.164
H -2.624 -17.828 2.263
H -2.373 -16.228 1.616
C -6.891 -17.714 1.885
Cl -5.714 -16.732 1.047
Cl -6.084 -19.094 2.677
H -7.298 -17.114 2.698
H -7.622 -18.120 1.186
C -10.039 -19.487 4.609
Cl -9.719 -18.064 3.712
Cl -11.611 -19.363 5.334
H -10.049 -20.342 3.933
H -9.331 -19.744 5.398
C -5.081 -30.252 3.428
Cl -3.504 -30.241 4.195
Cl -5.748 -28.594 3.237
H -4.964 -30.761 2.471
H -5.767 -30.868 4.010
C -6.019 -19.400 -1.745
Cl -5.904 -20.002 -3.455
Cl -7.282 -18.132 -1.600
H -6.200 -20.237 -1.072
H -5.089 -18.932 -1.423
C -1.452 -24.278 7.095
Cl 0.034 -24.070 8.129
Cl -1.622 -23.025 5.837
H -1.499 -25.251 6.606
H -2.322 -24.239 7.750
C -5.292 -24.188 9.768
Cl -3.885 -24.741 10.625
Cl -4.874 -23.188 8.414
H -5.780 -25.115 9.468
H -5.852 -23.626 10.516
C -9.435 -20.680 -0.051
Cl -10.764 -20.804 1.086
Cl -8.042 -21.613 0.484
H -9.783 -21.175 -0.958
H -9.284 -19.621 -0.259
C -10.493 -24.382 3.587
Cl -10.160 -23.915 5.307
Cl -9.527 -25.762 3.136
H -11.545 -24.664 3.532
H -10.331 -23.580 2.868
C -7.609 -17.938 8.967
Cl -6.357 -18.324 10.180
Cl -7.213 -18.634 7.393
H -8.597 -18.285 9.270
H -7.618 -16.854 8.850
C -2.212 -21.442 0.165
Cl -1.850 -21.322 -1.566
Cl -3.934 -21.208 0.629
H -1.959 -22.438 0.528
H -1.527 -20.848 0.769
C -5.799 -24.419 -0.016
Cl -6.123 -26.180 -0.084
Cl -5.484 -23.660 -1.656
H -6.678 -24.019 0.490
H -4.911 -24.289 0.603
C -8.728 -22.090 8.727
Cl -9.919 -20.851 8.167
Cl -7.627 -21.479 10.045
H -9.304 -22.845 9.263
H -8.125 -22.466 7.901
C -5.006 -17.011 5.518
Cl -4.302 -16.008 4.196
Cl -4.624 -16.280 7.008
H -6.070 -17.061 5.284
H -4.565 -18.007 5.475
C -5.109 -22.508 4.214
Cl -5.472 -23.988 3.308
Cl -6.456 -22.114 5.329
H -4.217 -22.693 4.814
H -4.951 -21.700 3.499
C -1.918 -26.129 2.388
Cl -1.927 -24.360 2.525
Cl -2.595 -26.865 3.800
H -2.582 -26.287 1.538
H -0.922 -26.536 2.217
*
```

## Properties
Highest occupied orbital energy: -10.4782 eV
Lowest unoccupied orbital energy: 0.007 Ha
Kohn-Sham gap: 10.675 eV

***

The calculation returns the following energy above the lowest of the compared OMol25 structures with the same formula, charge and spin values, one per record and in order: 0.0 29.6 kcal/mol.